No. 1
Below is a gas-phase ion, C20H33INSi (charge +1), with properties calculated with the ωB97M-V functional and the def2-TZVPD basis.

Each line ends with the natural charge from an NBO analysis.
Geometry (Å):
I 1.04 -1.21 -5.67  0.179
Si -1.05 -1.90 3.39  1.615
N 2.00 1.61 -5.22  -0.279
C -3.87 -2.17 3.85  -0.144
C 1.78 2.14 -1.94  -0.397
C -1.42 -1.02 1.75  -0.863
C -3.73 -2.14 6.58  -0.197
C -0.41 -3.65 2.96  -1.094
C 2.98 0.50 -7.15  -0.430
C -0.93 0.45 1.66  -0.391
C 3.24 1.92 -5.13  0.289
C -4.96 -2.27 5.98  -0.204
C 0.57 0.59 1.31  -0.396
C 1.28 2.92 -3.19  -0.418
C 0.27 -1.02 4.43  -1.110
C -5.01 -2.29 4.60  -0.234
C -2.62 -2.03 4.44  -0.473
C 0.59 1.61 -1.07  -0.409
C 1.64 0.76 -6.37  -0.145
C -2.59 -2.02 5.82  -0.207
C 0.88 1.82 0.44  -0.392
C 3.96 1.37 -6.32  -0.495
C 0.89 1.98 -4.34  -0.244
H 0.68 -3.59 2.89  0.231
H 2.35 1.28 -2.31  0.190
H 2.42 2.83 -1.37  0.220
H -2.51 -1.00 1.58  0.238
H 1.97 1.98 0.52  0.198
H 3.67 2.50 -4.32  0.262
H 5.00 1.08 -6.20  0.280
H 0.49 0.55 -1.33  0.203
H -5.97 -2.42 4.13  0.212
H 2.77 0.82 -8.17  0.252
H -1.13 1.02 2.58  0.207
H -0.86 -3.97 2.01  0.233
H -3.65 -2.14 7.67  0.213
H 4.06 2.29 -6.93  0.269
H -0.01 -1.01 5.49  0.243
H -0.33 2.11 -1.38  0.200
H 0.94 -0.31 0.81  0.193
H -1.66 -1.93 6.38  0.204
H 0.42 2.74 0.80  0.214
H 0.17 2.53 -4.96  0.231
H -3.98 -2.18 2.77  0.193
H 2.02 3.67 -3.49  0.208
H 0.43 0.02 4.14  0.233
H 1.13 0.72 2.24  0.212
H -0.98 -1.54 0.90  0.219
H 1.20 -1.61 4.39  0.238
H -5.85 -2.36 6.59  0.218
H 0.86 1.30 -6.92  0.245
H 0.35 1.12 -3.94  0.254
H -1.51 0.94 0.86  0.189
H 0.37 3.46 -2.92  0.239
H -0.70 -4.32 3.77  0.244
H 3.32 -0.53 -7.07  0.252

HOMO energy: -10.5 eV
multiplicity: 1
total charge: +1
SMILES string: C[Si](C)(CCCCCCCC[N+]1=CCC[C@H]1I)c1ccccc1
Kohn-Sham gap: 6.2 eV

***

No. 2
Below is a molecular structure, C2H2CrFO, with properties calculated with the ωB97M-V functional and the def2-TZVPD basis.

Each line ends with the Mulliken spin population.
Geometry (Å):
Cr 2.81 -0.01 0.15  4.190
F -1.91 -0.22 -0.14  -0.027
O -0.47 1.36 -0.02  0.006
C -0.15 0.14 0.28  0.092
C 0.85 -0.68 0.13  -0.275
H 0.59 -1.72 -0.09  0.012
H -1.72 1.13 -0.32  0.002

HOMO energy (spin up / spin down): -13.7 / -14.1 eV
expectation value of S²: 6.12
ΔE to the lowest compared entry with this formula, charge and spin: 3.771 eV
multiplicity: 5
total charge: +1
Kohn-Sham gap (spin up / spin down): 5.8 / 7.2 eV

***

No. 3
Below is C8H10ClN3O3 in the gas phase, with properties calculated with the ωB97M-V functional and the def2-TZVPD basis.

Each line ends with the natural charge from an NBO analysis.
Geometry (Å):
Cl -2.24 -0.16 -3.32  0.030
O 0.17 0.83 0.07  -0.521
O 0.03 1.01 -2.21  -0.598
O 0.18 -2.31 1.77  -0.283
N -0.98 -0.65 -1.02  -0.551
N -1.55 -2.09 0.35  0.064
N -0.84 -2.47 1.19  0.427
C 2.51 1.65 -0.13  -0.425
C -2.96 -1.91 -1.46  -0.393
C -0.22 0.49 -1.17  0.875
C -2.78 -2.57 -0.16  -0.252
C 1.08 1.94 0.28  0.113
C -2.05 -0.97 -1.80  0.189
C 2.77 1.20 1.34  -0.406
C 1.60 2.03 1.81  -0.397
H 0.92 1.72 2.48  0.205
H 3.09 2.47 -0.33  0.215
H -2.67 -3.58 -0.33  0.231
H 2.54 0.15 1.50  0.209
H -3.61 -2.36 0.67  0.215
H 3.76 1.28 1.74  0.203
H 2.35 0.81 -0.97  0.221
H 0.66 2.88 -0.11  0.187
H 1.90 2.98 2.06  0.200
H -3.65 -2.36 -2.24  0.245

HOMO energy (spin up / spin down): -8.3 / -8.1 eV
ΔE to the lowest compared entry with this formula, charge and spin: 3.919 eV
multiplicity: 1
total charge: 0
Kohn-Sham gap (spin up / spin down): 7.0 / 6.8 eV

***

No. 4
Below is a molecular structure, C4H20B2Cl4CoCrN4O24, with properties calculated with the ωB97M-V functional and the def2-TZVPD basis.

Each line ends with the Mulliken spin population.
Geometry (Å):
Co 0.59 -2.12 1.43  2.851
Cr -2.02 -0.57 -1.52  3.938
Cl -4.33 0.83 0.93  0.004
Cl -2.29 -3.51 0.12  0.001
Cl -1.25 -2.35 4.36  0.002
Cl 2.39 -3.49 -1.52  0.002
O 1.44 -4.30 -2.22  0.001
O -1.98 1.49 -2.50  -0.021
O -2.12 -2.85 -1.17  -0.010
O -0.99 -3.47 0.81  0.021
O 1.44 3.23 2.71  0.001
O -2.55 -1.81 4.16  0.003
O -3.25 -2.80 0.90  0.005
O -3.77 0.11 -0.21  0.035
O 0.80 1.18 2.61  -0.002
O -0.72 -2.01 5.65  0.004
O 2.54 -1.29 1.56  0.012
O 3.89 0.26 2.18  -0.005
O 2.47 2.21 -2.52  0.001
O -5.76 0.67 0.91  0.001
O 2.65 -2.31 -2.29  0.000
O -2.68 -4.86 -0.09  0.005
O -1.32 2.16 -4.44  0.019
O -0.31 -1.75 3.38  0.020
O 1.82 -3.08 -0.23  0.015
O -3.74 0.33 2.12  0.004
O 0.82 2.43 -1.13  0.002
O -1.25 -3.78 4.19  0.000
O 3.59 -4.23 -1.22  0.003
O -4.02 2.24 0.75  0.001
N -1.66 2.35 -3.30  0.001
N 1.92 2.68 -1.55  -0.001
N 3.65 -0.81 1.69  -0.004
N 0.59 2.37 2.51  0.002
C -1.70 3.74 -2.81  0.000
C 2.76 3.61 -0.72  0.000
C -0.76 2.74 2.05  0.001
C 4.78 -1.64 1.23  0.002
B -0.43 -0.55 0.16  -0.059
B -0.62 -1.06 -3.51  -0.004
H -0.22 -1.31 -0.69  0.022
H 0.52 -0.32 0.80  0.026
H 3.80 3.51 -1.00  0.000
H 5.70 -1.08 1.33  0.000
H -1.78 -0.93 -3.30  -0.011
H -0.64 3.23 1.08  -0.001
H -2.42 4.31 -3.40  0.000
H 4.87 -2.48 1.92  0.000
H 2.60 3.24 0.30  0.000
H -0.36 -2.21 -3.37  0.007
H -1.87 3.79 -1.75  0.000
H 4.58 -2.02 0.23  0.000
H 0.04 -0.56 -2.64  0.006
H -0.29 -0.70 -4.60  -0.007
H -1.18 3.55 2.64  0.000
H 2.38 4.63 -0.73  0.000
H -1.42 1.88 2.06  -0.002
H -1.22 -1.07 0.92  0.059
H -0.72 4.17 -3.03  0.000
H -1.01 0.36 -0.25  0.044

HOMO energy (spin up / spin down): -3.8 / -4.1 eV
expectation value of S²: 15.77
ΔE to the lowest compared entry with this formula, charge and spin: 0.000 eV
multiplicity: 8
total charge: -2
Kohn-Sham gap (spin up / spin down): 7.2 / 7.6 eV

***

Values of electronic energy, in order: -1423.5717; -1296.4705; -1160.7522; -6505.4681, all in Eh.
Values of max |F|, in order: 2.68; 5.97; 5.21; 1.96, all in eV/Å.